Molecular formula: C48H63N6O2S2SeW
Method: DFT, ωB97M-V/def2-TZVPD

Geometry as XYZ:
```
123
C48H63N6O2S2SeW | OMol25 | ωB97M-V/def2-TZVPD
W -0.594 -0.718 -1.210
C -0.013 3.064 -5.274
S -1.399 1.922 -5.457
C -1.115 0.767 -4.167
S 0.100 1.007 -2.957
N -1.880 -0.245 -4.119
N -1.638 -1.056 -3.048
C -2.145 -2.281 -3.246
C -1.916 -3.254 -2.353
C -2.432 -4.594 -2.423
C -2.281 -5.444 -1.404
C -1.586 -4.969 -0.216
C -1.025 -3.767 -0.145
N -1.063 -2.859 -1.257
H -0.195 3.847 -6.008
H 0.932 2.570 -5.497
H 0.009 3.498 -4.277
H -2.688 -2.450 -4.165
H -2.960 -4.871 -3.330
H -2.670 -6.454 -1.442
H -1.512 -5.610 0.656
H -0.490 -3.407 0.711
C 3.073 5.583 1.213
C 3.198 5.153 -0.259
C 4.663 5.277 -0.677
C 2.358 6.094 -1.138
C 2.675 3.725 -0.405
C 1.358 3.435 -0.065
C 0.914 2.139 -0.166
Se -0.961 1.757 -0.125
C -1.381 1.112 1.598
C -1.852 2.025 2.532
C -2.297 1.569 3.754
C -2.197 0.193 3.969
C -1.715 -0.745 3.060
C -1.342 -0.267 1.778
O -0.963 -1.073 0.743
C -1.620 -2.208 3.510
C -2.701 -3.039 2.803
C -1.853 -2.369 5.018
C -0.206 -2.752 3.230
C -2.874 2.485 4.835
C -4.328 2.078 5.116
C -2.857 3.951 4.399
C -2.047 2.352 6.123
C 1.718 1.085 -0.609
O 1.138 -0.147 -0.597
C 3.017 1.354 -1.039
C 3.449 2.680 -0.897
C 3.994 0.265 -1.535
C 3.385 -0.627 -2.625
C 4.378 -0.601 -0.315
C 5.270 0.871 -2.137
H 3.444 6.604 1.339
H 3.661 4.924 1.858
H 2.035 5.556 1.555
H 4.990 6.308 -0.527
H 4.807 5.034 -1.734
H 5.311 4.632 -0.076
H 2.761 7.108 -1.093
H 1.316 6.134 -0.806
H 2.372 5.764 -2.180
H 0.673 4.212 0.258
H -1.853 3.077 2.277
H -2.514 -0.175 4.936
H -2.495 -3.147 1.743
H -3.681 -2.568 2.924
H -2.749 -4.044 3.238
H -2.886 -2.160 5.309
H -1.182 -1.734 5.604
H -1.646 -3.409 5.284
H 0.197 -2.374 2.298
H -0.215 -3.848 3.200
H 0.479 -2.446 4.026
H -4.941 2.177 4.214
H -4.754 2.719 5.893
H -4.397 1.043 5.461
H -3.440 4.107 3.485
H -1.835 4.306 4.227
H -3.297 4.571 5.183
H -2.083 1.336 6.527
H -2.439 3.028 6.890
H -1.000 2.609 5.942
H 4.460 2.907 -1.200
H 2.497 -1.145 -2.294
H 4.120 -1.386 -2.911
H 3.136 -0.043 -3.514
H 3.494 -0.865 0.270
H 5.067 -0.060 0.339
H 4.865 -1.528 -0.640
H 5.036 1.568 -2.947
H 5.877 0.065 -2.556
H 5.883 1.385 -1.394
C 0.617 -3.330 -4.318
C 1.442 -3.837 -3.156
C 2.399 -4.813 -3.385
C 3.227 -5.254 -2.367
C 3.141 -4.676 -1.112
C 2.202 -3.687 -0.833
C 2.263 -3.023 0.519
C 1.311 -3.327 -1.856
N 0.255 -2.391 -1.637
H 1.231 -3.304 -5.219
H 0.238 -2.328 -4.136
H -0.232 -3.986 -4.519
H 2.505 -5.215 -4.387
H 3.967 -6.022 -2.561
H 3.825 -4.976 -0.325
H 1.977 -3.720 1.309
H 1.644 -2.141 0.582
H 3.291 -2.719 0.722
C -3.557 1.783 -2.101
C -3.790 0.504 -1.373
N -2.915 -0.369 -0.895
C -3.631 -1.389 -0.284
C -4.949 -1.131 -0.394
N -5.027 0.063 -1.084
H -2.567 1.812 -2.534
H -3.660 2.635 -1.427
H -4.279 1.893 -2.912
H -3.149 -2.219 0.196
H -5.815 -1.676 -0.054
H -5.872 0.548 -1.327
```

Calculated values
spin multiplicity = 1
M = 1083.0 Da
E_tot = -5610.6299 hartree
ΔE to the lowest compared entry with this formula, charge and spin = 36.66 kcal per mole
HOMO level = -9.483 eV
charge = +1
gap between HOMO and LUMO = 5.859 eV

Molecular formula: C48H63NO2
Method: DFT, ωB97M-V/def2-TZVPD

Geometry as XYZ:
```
114
C48H63NO2 | OMol25 | ωB97M-V/def2-TZVPD
C -3.536 1.380 -0.347
C -1.987 1.536 -0.960
C -1.913 2.595 -2.221
C -0.396 2.830 -2.818
C 0.390 3.817 -1.773
C 1.954 3.425 -1.483
C 2.183 2.041 -0.635
C 1.521 2.023 0.865
N 1.438 3.375 1.539
C 1.039 3.174 3.013
C 2.286 2.716 3.975
C 2.020 1.113 4.370
O 2.414 3.497 5.218
O 1.759 0.810 -1.319
C 2.402 -0.385 -0.746
H -3.867 2.473 0.001
H -4.272 0.927 -1.139
H -3.462 0.713 0.639
H -1.531 0.505 -1.294
H -1.374 2.050 -0.073
H -2.248 3.649 -1.772
H -2.721 2.338 -3.048
H -0.543 3.437 -3.836
H 0.174 1.851 -3.110
H 0.407 4.897 -2.282
H -0.281 3.928 -0.820
H 2.396 4.304 -0.807
H 2.642 3.398 -2.441
H 3.362 1.941 -0.478
H 2.251 1.360 1.538
H 0.489 1.427 0.873
H 0.646 3.947 1.153
H 0.100 2.445 3.109
H 0.647 4.222 3.422
H 3.268 2.722 3.303
H 1.164 0.626 3.715
H 1.628 1.072 5.487
H 2.977 0.453 4.219
H 2.966 4.304 4.990
H 3.022 -0.900 -1.624
H 1.623 -1.199 -0.393
H 3.128 -0.156 0.155
C 5.125 4.738 10.142
C 3.974 4.748 10.930
C 2.743 4.407 10.370
C 2.661 4.061 9.022
C 3.811 4.059 8.232
C 5.043 4.396 8.792
H 6.086 4.996 10.580
H 4.037 5.021 11.980
H 1.847 4.412 10.985
H 1.703 3.793 8.586
H 3.747 3.795 7.179
H 5.939 4.393 8.177
C 3.368 -5.823 -0.884
C 4.739 -5.656 -1.083
C 5.204 -4.643 -1.921
C 4.298 -3.800 -2.566
C 2.928 -3.973 -2.374
C 2.462 -4.984 -1.533
H 3.006 -6.608 -0.226
H 5.444 -6.314 -0.583
H 6.272 -4.511 -2.073
H 4.661 -3.010 -3.217
H 2.221 -3.320 -2.881
H 1.394 -5.117 -1.382
C 6.111 -5.773 -6.445
C 4.960 -5.763 -5.657
C 3.728 -6.103 -6.216
C 3.647 -6.450 -7.565
C 4.797 -6.451 -8.355
C 6.029 -6.114 -7.795
H 7.071 -5.514 -6.007
H 5.023 -5.490 -4.607
H 2.832 -6.098 -5.602
H 2.688 -6.718 -8.001
H 4.732 -6.716 -9.408
H 6.925 -6.118 -8.410
C -5.282 0.155 -3.939
C -4.820 -1.083 -3.492
C -5.432 -2.256 -3.930
C -6.511 -2.193 -4.813
C -6.978 -0.955 -5.253
C -6.363 0.219 -4.818
H -4.800 1.069 -3.603
H -3.982 -1.132 -2.802
H -5.070 -3.221 -3.584
H -6.986 -3.107 -5.157
H -7.822 -0.905 -5.937
H -6.727 1.183 -5.163
C -5.482 -4.265 -0.820
C -6.438 -5.276 -0.726
C -6.038 -6.601 -0.558
C -4.681 -6.917 -0.488
C -3.725 -5.907 -0.591
C -4.125 -4.581 -0.756
H -5.794 -3.232 -0.945
H -7.496 -5.031 -0.783
H -6.783 -7.389 -0.481
H -4.369 -7.949 -0.354
H -2.667 -6.153 -0.543
H -3.380 -3.794 -0.834
C -4.472 6.665 3.084
C -3.973 6.446 1.800
C -3.145 5.353 1.549
C -2.811 4.480 2.585
C -3.302 4.704 3.871
C -4.133 5.795 4.120
H -5.123 7.514 3.277
H -4.232 7.128 0.993
H -2.759 5.181 0.548
H -2.167 3.626 2.390
H -3.037 4.027 4.679
H -4.518 5.969 5.122
```

Calculated values
spin multiplicity = 1
M = 686.0 Da
SMILES = CCCCCC[C@@H](CNC[C@H](C)O)OC.c1ccccc1.c1ccccc1.c1ccccc1.c1ccccc1.c1ccccc1.c1ccccc1
E_tot = -2071.7941 hartree
ΔE to the lowest compared entry with this formula, charge and spin = 130.33 kcal per mole
HOMO level = -9.214 eV
charge = 0
gap between HOMO and LUMO = 9.641 eV

Q: The lowest HOMO level belongs to which entry?
A: C48H63N6O2S2SeW